This record from the OMol25 dataset describes a cluster of 4 separate species, C3H13O3S in total in a non-equilibrium geometry. The level of theory is wB97M-V/def2-TZVPD.

Cartesian coordinates (Å):
1 H -0.78171 0.08818 3.14494
2 H -0.79909 -2.17496 -0.49328
3 H -0.67481 0.53894 -2.29850
4 H 1.29919 0.22757 1.88933
5 H -2.40883 0.15979 1.09492
6 H -0.77717 0.48160 -0.87307
7 H -2.06258 1.91391 1.04229
8 H -0.63221 1.79352 2.91824
9 O -0.64046 -2.70749 -1.25428
10 H -0.72713 -2.05486 -1.96060
11 H -2.84660 1.21529 2.44677
12 C 0.36223 0.45941 1.37049
13 H 2.20046 -2.61420 -1.25677
14 O -1.35271 0.27701 -1.64621
15 C -0.71862 0.85612 2.36015
16 O 2.96249 -2.39550 -1.77757
17 H 2.68060 -1.64070 -2.27632
18 C -2.09747 1.02928 1.66922
19 S 0.76131 1.66822 0.04427
20 H 0.03844 -0.50938 0.96974

E_LUMO: 3.5857 eV
Charge: -1
ΔE to the lowest compared entry with this formula, charge and spin: 71.2 kJ/mol

Mulliken atomic charge list, values in e, 8 entries: 0.299 0.323 0.322 0.305 0.292 0.118 0.297 0.264

This record from the OMol25 dataset describes a cluster of 2 separate species, C16H32Cl2FIN2O7PS in total in a non-equilibrium geometry. The level of theory is wB97M-V/def2-TZVPD.

Cartesian coordinates (Å):
1 H 1.90271 0.09386 1.13678
2 Cl -0.78733 -0.05850 1.72359
3 H -3.62786 -1.52787 0.18343
4 O -2.48227 -2.76617 1.39337
5 H -4.94876 -1.30610 2.11253
6 C 3.79092 -3.54478 1.94831
7 H 3.81091 -3.92949 4.08672
8 H -1.68527 -2.40996 -1.65948
9 H -0.87928 3.36905 -5.47602
10 Cl 0.79350 2.50830 0.70549
11 H 3.98711 -1.54896 3.90102
12 H -2.69035 1.46281 0.85558
13 H 2.27569 -1.97263 3.64806
14 H -0.89268 3.34221 2.43890
15 H 1.30706 -1.47864 0.64126
16 N 3.48658 -2.20820 1.93682
17 C 3.20539 -0.96131 -0.21631
18 C -1.90024 3.61369 2.12215
19 H 4.55816 -0.50280 1.40400
20 H -4.41472 -1.59545 3.76488
21 C -2.87289 -2.31520 0.08754
22 O -3.80810 -3.89446 2.79176
23 H -2.11316 4.63296 2.43962
24 H 0.66016 4.05008 -4.92209
25 P -0.62933 0.92687 -0.24672
26 H 4.97070 -1.97220 0.51230
27 H -2.68709 2.01094 -0.80418
28 O 4.32830 -4.09334 1.00139
29 C 3.15680 -1.53185 3.18490
30 C -2.12672 2.03980 0.12016
31 H 3.67971 -5.35527 3.02779
32 N 0.41765 3.96003 -6.99948
33 C 0.99107 0.10738 -0.78471
34 C 1.81820 -0.58335 0.28543
35 O -0.01024 5.07905 -7.20815
36 H 2.28256 -4.29403 3.29452
37 H -0.75842 -2.09517 -0.21723
38 O -0.09448 1.16474 -3.46107
39 H -1.22246 4.01236 0.09182
40 C -1.68000 -1.82555 -0.73579
41 H -1.36862 -0.29124 -2.18414
42 O 0.34226 3.33163 -2.37554
43 C -1.71463 -0.34465 -1.15399
44 C 0.19348 3.38669 -5.64422
45 H 1.58000 0.91971 -1.21057
46 H 3.65303 -0.09797 -0.71978
47 C -3.47964 -2.84332 2.32050
48 C -1.99771 3.46479 0.61824
49 F -1.90771 2.57849 -2.78233
50 H 0.61771 2.39261 -5.60445
51 C 4.14504 -1.38648 0.91179
52 H -2.60476 2.94371 2.61826
53 H 2.91585 -0.49638 2.96080
54 O 1.01158 3.28672 -7.81951
55 H 3.13589 -1.76493 -0.95488
56 C -4.07574 -1.51710 2.73506
57 I -3.81653 4.53537 -0.02973
58 H 0.74253 -0.57988 -1.59602
59 S -0.39189 2.09483 -2.39217
60 H -3.36181 -0.70724 2.60804
61 C 3.36629 -4.32593 3.17311
62 H -2.75388 -0.01224 -1.18048
63 H -3.34226 -3.17002 -0.40689

E_LUMO: 2.2626 eV
Charge: -1

Mulliken atomic charge list, values in e, 8 entries: 0.013 -0.302 0.325 -0.232 0.283 0.843 0.312 0.454

This record from the OMol25 dataset describes an isolated molecule of C7H17NO5S in a non-equilibrium geometry. The level of theory is wB97M-V/def2-TZVPD.

Cartesian coordinates (Å):
1 H -0.61577 -2.65973 0.18620
2 C 1.22254 1.71589 1.62908
3 H -1.73833 0.57481 1.99979
4 H 1.21784 2.05090 2.74669
5 H 1.81676 0.85689 1.72064
6 O -1.11650 1.30814 2.12940
7 C -0.19827 1.37847 1.08757
8 S 1.60893 -0.74692 0.12531
9 O -1.57774 1.33413 -1.52896
10 C -1.32332 -2.00904 -0.17607
11 H 3.80338 -0.79092 0.70927
12 H 0.55782 2.59474 -1.36867
13 H -2.78307 -2.63124 1.21822
14 H -2.35875 0.99577 -0.98786
15 O 1.59887 -1.48364 1.31920
16 H -3.38326 -1.78139 -0.20550
17 H -0.54045 -0.42004 -1.77754
18 H -0.59957 2.35400 0.63103
19 H 0.59957 1.74452 -2.92145
20 N 3.38347 -0.16706 0.00375
21 C -2.75478 -2.45296 0.22866
22 H 1.69896 1.15745 -1.59489
23 O -1.08638 -0.78101 0.53533
24 H 1.77467 2.50179 0.95914
25 C 0.65365 1.56595 -1.91651
26 H -1.20305 -1.73030 -1.31074
27 H 3.67395 -0.43663 -0.90965
28 C -0.23340 0.18659 0.09471
29 C -0.37274 0.56767 -1.33085
30 O 1.35237 -1.45683 -1.11352
31 H -3.07740 -3.34001 -0.18177

Structure (SMILES): CCOC([C@H](C)O)([C@H](C)O)S(N)(=O)=O
E_LUMO: -0.0740 eV
ΔE to the lowest compared entry with this formula, charge and spin: 356.0 kJ/mol

Mulliken atomic charge list, values in e, 8 entries: 0.370 -1.214 0.364 0.370 0.398 -0.635 0.169 1.165

This record from the OMol25 dataset describes a cluster of 2 separate species, C5H15NO2 in total in a non-equilibrium geometry. The level of theory is wB97M-V/def2-TZVPD.

Cartesian coordinates (Å):
1 H 2.53972 0.76631 0.27316
2 C 0.11927 0.14785 -2.09235
3 H -1.39291 -2.73270 0.51080
4 H 0.91416 1.80271 1.28855
5 H -0.66281 0.63045 -1.51829
6 H -2.16443 1.29760 2.35520
7 H -1.84916 -2.37608 -0.86277
8 H 1.63816 -0.69660 0.30348
9 H 1.71365 1.53958 -1.78684
10 H 2.26071 -0.00005 -2.06929
11 H -0.05878 -0.65111 1.68720
12 C 1.56152 0.35960 0.01240
13 H -1.22224 0.45113 3.42900
14 H 0.27440 -1.77792 -2.64092
15 H 0.03604 0.49253 -3.11783
16 C 1.46747 0.49970 -1.50167
17 N 0.53831 1.08182 0.69725
18 C -1.12162 1.03486 2.51134
19 C -0.51597 0.26970 1.34678
20 H -0.60107 1.96193 2.72724
21 O -2.09207 -2.94684 -0.12082
22 O -0.16532 -1.24543 -1.97265
23 H -1.21702 0.09096 0.54101

Structure (SMILES): CCNCCCO.O
E_LUMO: 0.7978 eV
ΔE to the lowest compared entry with this formula, charge and spin: 124.3 kJ/mol

Mulliken atomic charge list, values in e, 8 entries: 0.365 -0.547 0.317 0.246 0.243 0.289 0.328 0.273

This record from the OMol25 dataset describes an isolated molecule of C5H11N3 in a non-equilibrium geometry. The level of theory is wB97M-V/def2-TZVPD.

Cartesian coordinates (Å):
1 H 1.68031 1.69247 1.22866
2 H -2.70163 -1.26667 0.85180
3 H 2.24289 0.21381 -1.47225
4 N -1.36606 -0.09279 -0.56631
5 H 2.22551 -1.50881 -0.92354
6 H 1.10320 2.19302 -0.58960
7 H 0.84279 -1.93866 1.10718
8 C 0.40094 -0.89748 1.00408
9 H -0.28712 -0.52877 1.81112
10 H -1.53656 0.01106 -1.59553
11 H -3.55661 0.86323 -0.83466
12 C 1.00608 -0.00198 -0.01034
13 N -3.70755 0.20112 -0.06408
14 H -0.10752 1.66978 0.75664
15 N -0.16072 -0.94042 -0.41612
16 C 2.32253 -0.51556 -0.60304
17 C 0.95685 1.49598 0.31031
18 C -2.55366 -0.39140 0.11131
19 H 3.19633 -0.25795 -0.10562

Structure (SMILES): [H]/N=C\NN1CC1(C)C
E_LUMO: 0.9175 eV
ΔE to the lowest compared entry with this formula, charge and spin: 378.4 kJ/mol

Mulliken atomic charge list, values in e, 8 entries: 0.301 0.340 0.263 -0.272 0.444 0.325 0.224 -0.656

This record from the OMol25 dataset describes a structure of composition C15H31ClP2Ru in a non-equilibrium geometry. The level of theory is wB97M-V/def2-TZVPD.

Cartesian coordinates (Å):
1 H 1.38316 0.78726 4.04402
2 H -3.46041 -1.47743 -1.84778
3 Ru 0.17984 2.85199 -2.79273
4 H 2.98645 0.63028 2.38046
5 H 0.53315 -2.49512 2.83063
6 C -0.56739 -1.80353 -1.60424
7 H -3.80907 0.17501 -2.43146
8 H 3.07138 -3.25746 0.92445
9 H 0.13793 -1.75411 -2.43643
10 H -1.39222 -2.49334 -1.85068
11 H -1.20868 0.87324 3.14943
12 P 1.35111 -1.52822 0.57185
13 C 1.93730 0.52620 2.07987
14 H 2.69434 0.28060 0.13576
15 C -1.23721 1.33714 -3.06479
16 H 0.67791 1.92347 2.90342
17 C -3.06503 -0.63210 -2.42914
18 H -2.56055 -0.35650 0.92514
19 H 3.19949 -2.58936 -0.72671
20 P -1.40029 0.04736 -1.83739
21 H -0.65162 1.54642 1.38355
22 H 1.97305 -1.50589 2.98649
23 H -0.57181 -2.86965 0.31372
24 Cl 2.31761 3.61147 -3.72466
25 C 3.02688 -2.32893 0.32174
26 C 0.93272 0.85895 3.03164
27 C -1.40707 -0.31994 0.97698
28 C -0.93542 -0.94273 2.11602
29 H -1.46204 4.83465 -2.42862
30 H -2.88824 -0.97527 -3.45810
31 C -0.47778 0.04586 3.16863
32 C 0.15256 -2.43169 -0.39347
33 H -0.57050 4.37246 -0.90453
34 H 0.69652 -3.30903 -0.78642
35 H -1.72953 1.05311 -3.98368
36 H -0.50077 -0.35773 4.18947
37 H -1.49874 1.38930 -0.10953
38 H 3.80575 -1.64628 0.71163
39 H -1.13584 -1.98738 2.44354
40 H 2.04104 -3.11431 2.34503
41 H -1.81005 2.15772 -2.62768
42 C 1.44663 -2.20099 2.32747
43 H -2.03533 3.41490 -1.43808
44 C -1.16262 4.01350 -1.76165
45 C 0.58873 0.87719 -0.15375
46 H -0.08012 1.51158 -3.20158
47 C -0.78529 0.85169 0.55986
48 H 0.58878 0.36228 -1.14605
49 C 1.74824 0.15206 0.72001
50 H 0.93304 1.89129 -0.40165

2S+1: 5
E_LUMO (alpha / beta): -6.8994 / -8.9514 eV
Charge: +2
ΔE to the lowest compared entry with this formula, charge and spin: 49.2 kJ/mol

Mulliken atomic charge list, values in e, 8 entries: 0.481 0.498 0.102 0.338 0.431 -1.370 0.399 0.446